Model a:
C5H10OS | ωB97M-V/def2-TZVPD

Calculated values
- M (g mol⁻¹) = 118.20
- highest occupied orbital energy (eV) = -9.33
- SMILES = CC(C)(S)CC=O

Last column: Mulliken charge in e.
Atoms and positions in Å:
S  -2.12  -0.23  -1.23  -0.225
O  3.16  -0.68  -0.51  -0.469
C  -0.87  -0.92  1.22  -1.676
C  -0.58  -0.06  -0.08  0.880
C  2.15  -0.21  -0.05  -0.199
C  -0.52  1.41  0.23  -1.264
C  0.75  -0.53  -0.71  -0.608
H  2.17  0.32  0.81  0.475
H  -0.70  -1.79  0.74  0.524
H  -0.37  2.09  -0.61  0.401
H  0.53  1.54  0.70  0.226
H  -1.71  0.46  -2.22  0.134
H  -1.36  1.81  0.78  0.361
H  0.63  -1.64  -1.07  0.362
H  -1.84  -0.73  1.56  0.437
H  0.99  0.06  -1.66  0.287
H  -0.31  -0.92  2.11  0.355



Model b:
C5H10OS | ωB97M-V/def2-TZVPD

Calculated values
- M (g mol⁻¹) = 118.20
- highest occupied orbital energy (eV) = -8.52
- SMILES = C=C=CC.CSO

Last column: Mulliken charge in e.
Atoms and positions in Å:
S  2.59  -0.11  0.87  0.032
O  1.50  1.07  0.90  -0.430
C  -1.46  -2.14  -0.05  -0.779
C  -2.51  1.30  -0.16  -0.839
C  -1.91  0.26  0.80  -0.455
C  -1.74  -0.96  0.38  0.397
C  3.61  0.03  -0.68  -0.743
H  -3.55  1.18  -0.19  0.333
H  -2.14  2.34  0.18  0.265
H  -1.93  1.17  -1.12  0.271
H  -2.01  0.46  1.88  0.287
H  -2.19  -2.81  0.04  0.324
H  -0.35  -2.60  -0.17  0.205
H  3.08  0.63  -1.46  0.257
H  0.70  0.79  0.47  0.333
H  3.65  -0.93  -1.26  0.293
H  4.66  0.32  -0.44  0.249



Decreasing stability: model a, model b



Model a:
C8H10N4S2 | ωB97M-V/def2-TZVPD

Calculated values
- M (g mol⁻¹) = 226.33
- highest occupied orbital energy (eV) = -8.28
- SMILES = CCSc1nc(SC)nc2ccnn12

Last column: Mulliken charge in e.
Atoms and positions in Å:
S  0.36  -0.68  -2.13  -0.065
S  -0.60  1.75  2.57  -0.065
N  -1.32  -2.76  -0.85  -1.515
N  -1.52  -0.60  1.95  -0.585
N  -0.19  0.44  0.27  -0.271
N  -1.07  -1.65  -0.13  0.767
C  -2.34  -2.87  1.21  -1.058
C  -1.68  -1.65  1.12  0.751
C  -0.79  0.39  1.49  0.364
C  -2.09  -3.49  -0.04  -0.245
C  2.59  0.86  -1.41  -0.991
C  0.42  2.87  1.57  -0.703
C  -0.33  -0.58  -0.53  0.762
C  1.27  0.89  -2.17  -0.323
H  -2.91  -3.23  2.02  0.445
H  2.40  0.67  -0.37  0.267
H  -0.14  3.16  0.67  0.236
H  -2.42  -4.47  -0.37  0.446
H  3.26  0.09  -1.80  0.336
H  1.40  2.42  1.30  0.181
H  1.41  1.13  -3.23  0.408
H  0.60  3.75  2.19  0.362
H  0.61  1.69  -1.79  0.230
H  3.10  1.86  -1.53  0.267



Model b:
C8H10N4S2 | ωB97M-V/def2-TZVPD

Calculated values
- M (g mol⁻¹) = 226.33
- highest occupied orbital energy (eV) = -8.32
- SMILES = Cn1ccnc1SSc1nccn1C

Last column: Mulliken charge in e.
Atoms and positions in Å:
S  -2.53  -0.79  0.27  -0.147
S  -0.99  -1.98  1.20  -0.173
N  0.70  0.03  1.84  0.297
N  -0.90  -0.09  -1.88  0.291
N  -1.30  1.53  -0.35  -0.495
N  1.43  -1.37  0.32  -0.511
C  -0.15  0.55  2.82  -0.906
C  1.99  0.34  1.61  -0.147
C  -0.90  -1.46  -2.37  -0.830
C  -1.53  0.25  -0.70  0.135
C  0.39  -1.05  1.05  0.253
C  2.42  -0.50  0.56  -0.616
C  -0.15  1.05  -2.24  -0.245
C  -0.39  2.00  -1.29  -0.519
H  -0.84  -1.44  -3.46  0.325
H  -0.17  3.04  -1.24  0.456
H  3.26  -0.50  -0.09  0.428
H  -0.72  1.34  2.29  0.340
H  0.41  0.94  3.73  0.330
H  2.44  1.17  2.04  0.445
H  -1.82  -2.00  -1.99  0.273
H  0.34  1.13  -3.22  0.391
H  -0.92  -0.22  3.16  0.272
H  -0.05  -1.99  -2.03  0.352



Decreasing stability: model a, model b



Model a:
C3H6FN | ωB97M-V/def2-TZVPD

Calculated values
- M (g mol⁻¹) = 75.09
- highest occupied orbital energy (eV) = -8.78
- SMILES = FC1CNC1

Last column: Mulliken charge in e.
Atoms and positions in Å:
F  -2.04  -0.04  -0.24  -0.324
N  1.18  -0.09  -0.13  -0.422
C  0.16  -0.97  -0.24  -0.514
C  -0.83  0.08  0.44  0.196
C  0.16  1.12  -0.22  -0.434
H  0.07  1.30  -1.33  0.244
H  0.42  -1.98  0.34  0.265
H  -0.23  -1.22  -1.30  0.204
H  0.30  2.06  0.39  0.256
H  1.67  -0.12  0.66  0.264
H  -0.85  -0.14  1.63  0.265



Model b:
C3H6FN | ωB97M-V/def2-TZVPD

Calculated values
- M (g mol⁻¹) = 75.09
- highest occupied orbital energy (eV) = -9.29
- SMILES = C=C(F)CN

Last column: Mulliken charge in e.
Atoms and positions in Å:
F  -1.89  -0.98  -0.07  -0.256
N  1.48  -0.20  -0.06  -0.732
C  0.40  -1.08  0.05  -0.430
C  -0.89  1.27  0.00  -0.744
C  -0.89  -0.07  -0.18  0.497
H  0.18  -1.74  0.90  0.234
H  1.52  0.54  -0.87  0.313
H  -1.79  1.93  0.27  0.248
H  0.17  1.67  -0.07  0.165
H  0.43  -1.81  -0.67  0.359
H  1.27  0.47  0.70  0.346



Decreasing stability: model b, model a



Model a:
C2H6NO3S | ωB97M-V/def2-TZVPD

Calculated values
- net charge = -1
- M (g mol⁻¹) = 124.14
- highest occupied orbital energy (spin up / spin down) (eV) = -1.62 / -4.15

Last column: Mulliken charge in e.
Atoms and positions in Å:
S  -1.61  0.64  -2.36  0.244
O  0.06  -2.07  0.77  -0.616
O  -0.72  0.68  -3.56  -0.583
O  -2.30  1.86  -2.09  -0.522
N  0.27  -0.82  1.02  0.351
C  -0.71  0.11  0.90  -0.276
C  1.70  -0.43  0.83  -0.791
H  2.08  0.28  1.58  0.273
H  1.88  0.07  -0.15  0.285
H  -0.93  0.17  -0.37  -0.161
H  -1.69  -0.23  1.32  0.275
H  -0.29  1.15  1.19  0.226
H  2.27  -1.40  0.93  0.296



Model b:
C2H6NO3S | ωB97M-V/def2-TZVPD

Calculated values
- net charge = -1
- M (g mol⁻¹) = 124.14
- highest occupied orbital energy (spin up / spin down) (eV) = -3.20 / -3.20

Last column: Mulliken charge in e.
Atoms and positions in Å:
S  -2.82  -0.16  -0.18  0.404
O  1.25  -0.14  0.30  -0.257
O  -3.10  -0.68  1.16  -0.573
O  -3.92  0.76  -0.73  -0.645
N  0.50  0.74  -0.66  -0.380
C  1.10  -1.55  0.14  -0.444
C  -0.20  1.58  0.07  -0.451
H  -0.45  2.52  -0.48  0.335
H  0.19  -1.73  0.81  0.176
H  2.00  -2.21  0.35  0.200
H  0.87  -1.58  -0.94  0.250
H  -0.06  1.56  1.14  0.356
H  -1.70  0.94  0.02  0.028



Decreasing stability: model a, model b



Model a:
C4H9NO | ωB97M-V/def2-TZVPD

Calculated values
- net charge = -1
- M (g mol⁻¹) = 87.12
- 2S+1 = 2
- highest occupied orbital energy (spin up / spin down) (eV) = 1.10 / -5.59

Last column: Mulliken charge in e.
Atoms and positions in Å:
O  0.26  2.16  0.23  -0.474
N  -0.40  0.00  -0.13  1.964
C  0.32  0.92  0.48  0.388
C  1.46  0.51  1.26  -1.607
C  -1.54  0.40  -1.01  -2.074
C  -0.03  -1.50  -0.31  -3.553
H  -1.57  1.46  -0.73  0.077
H  -0.84  -2.04  -0.95  0.944
H  -1.24  0.53  -2.08  0.544
H  -2.51  -0.15  -0.91  0.785
H  0.88  -1.50  -1.02  0.390
H  0.11  -2.04  0.66  0.604
H  1.65  -0.41  0.96  0.496
H  2.37  1.11  1.27  0.298
H  1.06  0.53  2.29  0.218



Model b:
C4H9NO | ωB97M-V/def2-TZVPD

Calculated values
- net charge = -1
- M (g mol⁻¹) = 87.12
- 2S+1 = 2
- highest occupied orbital energy (spin up / spin down) (eV) = -1.46 / -2.79

Last column: Mulliken charge in e.
Atoms and positions in Å:
O  -1.41  -1.40  1.64  -0.752
N  0.24  1.15  -1.30  -0.539
C  0.23  2.10  -0.17  -0.863
C  -0.67  -1.29  0.57  -0.333
C  0.96  -0.13  -0.93  -0.668
C  0.67  -0.64  0.42  -0.240
H  -0.73  0.89  -1.44  0.332
H  2.01  0.10  -1.16  0.305
H  0.04  -2.17  0.18  0.052
H  1.26  2.35  0.11  0.255
H  1.53  -0.92  1.05  0.308
H  -0.27  3.00  -0.51  0.352
H  -1.33  -1.10  -0.33  0.110
H  -0.22  1.67  0.73  0.330
H  0.66  -0.87  -1.72  0.352



Model c:
C4H9NO | ωB97M-V/def2-TZVPD

Calculated values
- net charge = -1
- M (g mol⁻¹) = 87.12
- 2S+1 = 2
- highest occupied orbital energy (spin up / spin down) (eV) = 0.23 / -3.03

Last column: Mulliken charge in e.
Atoms and positions in Å:
O  1.05  1.88  -0.97  -0.555
N  -0.26  -1.60  -0.05  -0.633
C  -0.08  1.50  -0.75  0.056
C  -0.16  -1.02  1.17  -0.665
C  0.90  -2.32  -0.50  -0.681
C  -1.05  2.32  0.07  -1.022
H  1.58  -2.58  0.34  0.283
H  -1.38  3.20  -0.49  0.391
H  -0.58  -0.04  1.32  0.309
H  -0.49  2.73  0.90  0.273
H  -1.87  1.69  0.40  0.253
H  1.51  -1.74  -1.21  0.151
H  0.66  -1.29  1.85  0.161
H  -0.41  0.50  -1.07  0.441
H  0.58  -3.24  -1.01  0.235



Decreasing stability: model a, model c, model b